Formula: C19H23ClN2O2
Source: OMol25
Level of theory: wB97M-V/def2-TZVPD

Output
E_HOMO in eV: -9.2
E_LUMO in eV: -0.384
Relative energy (zero: lowest compared OMol25 entry of this formula, charge and spin) in eV: 0.215
Structure (SMILES): CCCCC1=NC2(CCCC2)C(=O)N1CC(=O)c1ccc(Cl)cc1
Kohn-Sham gap in hartree: 0.3245

Element x y z (Å)
C (0.857, 4.619, -2.177)
C (0.221, 3.342, -1.554)
C (0.069, 2.243, -2.660)
C (-0.510, 0.900, -2.189)
C (0.213, 0.360, -0.974)
N (1.409, -0.137, -1.064)
C (1.870, -0.467, 0.287)
C (2.250, -1.940, 0.399)
C (3.554, -1.908, 1.207)
C (4.218, -0.617, 0.744)
C (3.113, 0.409, 0.673)
C (0.705, -0.037, 1.154)
O (0.649, 0.099, 2.374)
N (-0.278, 0.436, 0.326)
C (-1.539, 1.036, 0.740)
C (-2.777, 0.165, 0.399)
O (-3.597, 0.712, -0.388)
C (-2.990, -1.230, 0.847)
C (-3.884, -2.054, 0.133)
C (-4.135, -3.377, 0.545)
C (-3.501, -3.910, 1.667)
Cl (-3.995, -5.488, 2.182)
C (-2.597, -3.130, 2.354)
C (-2.315, -1.782, 1.954)
H (1.047, 5.370, -1.369)
H (1.819, 4.411, -2.658)
H (0.224, 5.018, -2.947)
H (0.858, 3.019, -0.736)
H (-0.768, 3.597, -1.152)
H (1.033, 2.077, -3.136)
H (-0.551, 2.650, -3.484)
H (-1.579, 1.026, -1.929)
H (-0.427, 0.173, -3.017)
H (2.440, -2.291, -0.606)
H (1.482, -2.576, 0.847)
H (4.204, -2.769, 1.011)
H (3.393, -1.834, 2.297)
H (5.107, -0.350, 1.376)
H (4.646, -0.742, -0.244)
H (2.996, 0.858, 1.686)
H (3.348, 1.223, -0.083)
H (-1.519, 1.250, 1.807)
H (-1.664, 2.012, 0.294)
H (-4.466, -1.690, -0.711)
H (-4.851, -3.980, -0.037)
H (-2.129, -3.539, 3.240)
H (-1.655, -1.157, 2.573)

Formula: CH3FOS
Source: OMol25
Level of theory: wB97M-V/def2-TZVPD

Output
E_HOMO (spin up / spin down) in eV: -8.5 / -9.0
E_LUMO (spin up / spin down) in eV: -0.839 / 0.485
Relative energy (zero: lowest compared OMol25 entry of this formula, charge and spin) in eV: 3.687
Kohn-Sham gap (spin up / spin down) in hartree: 0.2819 / 0.3471

Element x y z (Å)
C (1.437, -0.044, -0.429)
O (-1.436, -0.975, -0.016)
F (0.660, 0.961, -0.046)
S (-1.846, 0.435, 0.116)
H (1.791, -0.683, 0.358)
H (1.431, -0.271, -1.474)
H (-2.037, 0.576, 1.493)

Formula: H40O20
Source: OMol25
Level of theory: wB97M-V/def2-TZVPD

Output
E_HOMO in eV: -10.2
E_LUMO in eV: -0.712
Relative energy (zero: lowest compared OMol25 entry of this formula, charge and spin) in eV: 10.335
Kohn-Sham gap in hartree: 0.3504

Element x y z (Å)
O (4.290, 3.157, -1.373)
H (5.027, 2.554, -1.161)
H (3.626, 2.743, -0.791)
O (0.757, -3.995, 2.015)
H (0.666, -4.673, 1.303)
H (1.009, -3.133, 1.543)
O (-1.089, -1.355, 3.395)
H (-2.070, -1.554, 3.406)
H (-0.833, -2.303, 2.896)
O (-3.714, 0.270, -1.435)
H (-3.420, 0.706, -0.612)
H (-4.387, -0.267, -1.277)
O (0.950, -5.488, -2.943)
H (0.028, -5.278, -2.942)
H (1.198, -4.965, -2.170)
O (4.919, 2.367, 1.992)
H (4.744, 2.054, 2.837)
H (5.085, 3.292, 1.736)
O (2.052, 1.896, 1.376)
H (2.918, 1.807, 1.294)
H (1.648, 1.152, 0.929)
O (-1.714, -2.218, -3.260)
H (-1.258, -3.005, -3.657)
H (-2.702, -2.469, -3.109)
O (0.588, -3.474, -0.694)
H (-0.429, -3.361, -0.275)
H (0.595, -4.141, -0.079)
O (-0.079, 0.580, -1.716)
H (-0.289, -0.026, -2.298)
H (0.166, 1.303, -2.153)
O (-0.782, 2.281, 0.117)
H (0.089, 2.331, 0.440)
H (-0.799, 1.355, -0.379)
O (0.948, -1.480, 0.639)
H (1.375, -1.188, 1.442)
H (1.579, -1.925, 0.042)
O (-0.241, 3.556, 4.404)
H (-0.397, 4.338, 4.041)
H (0.528, 3.249, 3.847)
O (-2.036, 3.243, -3.708)
H (-1.788, 2.561, -3.071)
H (-2.643, 2.552, -4.470)
O (-3.250, -4.551, -0.732)
H (-3.548, -3.914, -0.202)
H (-3.107, -4.205, -1.694)
O (-1.771, 4.774, -0.529)
H (-2.152, 5.082, -1.448)
H (-2.239, 3.927, -0.183)
O (0.523, -0.460, -5.867)
H (0.622, -1.369, -5.871)
H (1.268, -0.237, -5.176)
O (1.801, 5.455, 2.520)
H (0.948, 5.539, 2.181)
H (2.338, 5.175, 1.888)
O (-4.713, 0.490, 2.317)
H (-4.822, 0.647, 3.280)
H (-3.638, 0.704, 2.274)
O (2.577, -3.001, 3.583)
H (1.774, -3.428, 3.947)
H (3.276, -3.679, 3.591)